1.
89
Properties=species:S:1:pos:R:3:forces:R:3:nbo_charge:R:1 method="wB97M-V/def2-TZVPD" spin_multiplicity=1 homo_ev="-3.2822 / -4.7994" total_charge=-1 orbital_gap_ev="5.19 / 6.79"
Sr -0.77238 -0.51285 1.47923 1.880 -3.372 0.631 1.727
O 1.33981 -1.31215 -2.68880 0.223 -0.115 -0.497 -0.717
C 0.59597 -2.31857 -3.20222 0.093 0.004 0.085 0.346
C 0.87640 -2.78836 -4.48221 0.059 0.046 -0.075 -0.283
C 0.11823 -3.80783 -5.02606 0.030 0.052 0.004 -0.183
C -0.93424 -4.36887 -4.30889 -0.068 -0.009 -0.024 -0.275
C -1.20836 -3.90966 -3.03382 0.058 -0.029 -0.031 -0.151
C -0.44398 -2.89711 -2.46249 0.148 -0.024 0.076 -0.144
C -0.70840 -2.37950 -1.10278 -0.361 -0.019 0.319 0.609
O -0.06149 -1.36599 -0.68853 -0.145 -0.473 -0.347 -0.782
N -1.67655 -2.96901 -0.40646 -0.450 -0.524 -0.505 -0.456
N -1.74412 -2.52282 0.84856 -0.612 -1.267 -0.258 -0.270
C -2.87010 -2.48937 1.45750 -0.322 -0.643 -0.523 -0.049
C -2.94341 -1.95938 2.80427 -0.331 -0.193 0.613 0.200
C -4.19003 -1.79087 3.41975 0.057 -0.033 0.002 -0.231
C -4.25252 -1.21041 4.66897 0.084 0.008 -0.028 -0.168
C -3.07077 -0.81734 5.29093 -0.097 0.013 -0.060 -0.293
C -1.88305 -1.02647 4.60859 0.015 -0.033 0.298 0.045
N -1.80851 -1.58445 3.40915 -0.586 -0.690 0.969 -0.500
H 1.03971 -1.24075 -1.73277 -0.076 0.256 0.058 0.516
H 1.69259 -2.33550 -5.03093 0.001 -0.008 0.010 0.214
H 0.35111 -4.16917 -6.02086 -0.027 0.016 -0.010 0.199
H -1.54394 -5.14443 -4.75494 0.018 -0.022 0.030 0.200
H -2.03195 -4.30998 -2.45978 0.012 -0.013 0.038 0.230
H -3.79704 -2.78598 0.96435 0.040 -0.033 -0.016 0.177
H -5.08607 -2.09077 2.89223 -0.002 -0.007 0.012 0.217
H -5.20892 -1.04491 5.14982 -0.001 -0.044 0.021 0.212
H -3.07606 -0.35417 6.26833 0.041 -0.006 -0.001 0.216
H -0.93376 -0.72617 5.04477 -0.020 -0.022 0.009 0.203
O -2.81722 0.42771 1.73308 -1.449 0.054 0.045 -1.087
S -2.55408 1.89483 1.68346 -3.359 2.515 0.532 1.316
C -4.34407 2.51291 1.89006 0.597 -0.054 -0.117 -0.607
C -4.62958 2.52916 3.37579 -0.042 0.050 0.091 -0.417
C -3.38995 3.16265 3.99643 -0.156 -0.102 -0.008 -0.409
C -2.20357 2.41733 3.41421 0.315 0.179 -0.240 -0.602
H -4.98951 1.85290 1.31321 0.101 -0.018 -0.089 0.235
H -4.37192 3.52396 1.47103 -0.047 -0.003 0.005 0.197
H -4.74116 1.50338 3.73690 -0.016 0.002 0.003 0.212
H -5.53828 3.08160 3.62919 -0.012 -0.042 -0.038 0.206
H -3.39632 3.10220 5.08691 0.047 0.026 -0.010 0.213
H -3.34506 4.21900 3.71801 0.007 0.012 0.044 0.198
H -2.01850 1.48069 3.93786 -0.013 -0.048 -0.030 0.235
H -1.28447 2.99896 3.39364 0.025 -0.045 0.014 0.251
C 1.60986 -1.05804 1.72947 1.297 -0.293 0.547 -0.402
C 2.64395 -1.10967 1.04693 0.195 0.050 0.018 -0.285
C 3.78048 -1.10402 0.24650 -0.221 -0.027 0.022 -0.116
C 4.51777 -2.35018 0.05869 0.054 -0.049 -0.031 -0.048
C 5.88874 -2.38297 -0.24410 -0.071 -0.019 0.038 -0.170
C 6.55755 -3.58652 -0.39265 0.019 -0.026 -0.014 -0.241
C 5.88475 -4.79023 -0.23604 0.024 -0.060 -0.003 -0.246
C 4.53307 -4.77654 0.09011 0.031 -0.022 -0.003 -0.202
C 3.85928 -3.57909 0.23927 0.048 0.071 -0.058 -0.198
C 4.15828 0.15317 -0.39288 0.024 0.056 -0.043 0.040
C 4.86913 0.20567 -1.60365 -0.043 0.029 0.033 -0.227
C 5.19956 1.41837 -2.18526 0.002 0.012 0.000 -0.226
C 4.82950 2.61321 -1.58172 0.013 0.076 -0.006 -0.259
C 4.08750 2.57886 -0.40611 0.075 0.006 0.037 -0.213
C 3.74431 1.37144 0.17445 0.057 0.000 -0.055 -0.221
H 6.43905 -1.45570 -0.32881 -0.013 0.024 -0.036 0.204
H 7.61591 -3.58778 -0.62712 -0.001 0.022 0.014 0.198
H 6.40882 -5.73011 -0.36109 -0.002 0.005 0.010 0.198
H 4.00434 -5.71251 0.22557 -0.031 0.018 -0.010 0.203
H 2.80621 -3.56058 0.48906 -0.009 -0.008 0.020 0.237
H 5.12337 -0.71354 -2.11305 0.030 -0.030 0.029 0.216
H 5.74262 1.43440 -3.12303 -0.008 -0.025 -0.004 0.201
H 5.10139 3.56090 -2.03122 -0.010 0.001 -0.010 0.199
H 3.77033 3.50588 0.05807 -0.021 -0.030 0.011 0.204
H 3.14177 1.34073 1.07349 0.014 -0.005 0.002 0.240
O -0.14527 1.23715 0.43228 0.878 3.073 -0.455 -0.367
O -0.45449 1.67092 1.65566 2.060 1.758 -0.903 -0.455
C -3.71408 2.42051 -1.79142 -0.054 0.031 -0.063 -0.413
N -2.31038 2.20961 -2.02864 0.380 -0.105 0.285 -0.392
C -1.76108 1.07184 -2.54096 -0.047 0.082 -0.473 0.266
Se -2.67519 -0.31876 -3.25649 -0.259 -0.337 0.001 -0.288
N -0.41912 1.24893 -2.57676 -0.097 0.263 0.358 -0.568
C -0.09292 2.49536 -2.07426 -0.047 0.287 -0.152 0.216
C 1.11602 3.15451 -1.94326 -0.042 -0.152 -0.041 -0.226
C 1.07756 4.45700 -1.46818 0.014 0.050 0.003 -0.227
C -0.12610 5.08040 -1.14306 -0.008 0.033 0.056 -0.216
C -1.33928 4.41683 -1.26961 -0.071 -0.052 0.027 -0.257
C -1.30075 3.11555 -1.73877 0.186 0.082 -0.111 0.113
H -4.21056 1.45288 -1.80184 0.019 -0.015 -0.016 0.255
H -4.15152 3.04886 -2.57064 -0.008 0.012 0.020 0.199
H -3.84661 2.89231 -0.81836 0.010 0.052 -0.019 0.198
H 0.23279 0.50742 -2.80522 -0.045 -0.140 -0.046 0.461
H 2.04979 2.66462 -2.18660 -0.017 0.024 0.012 0.238
H 2.00192 5.00861 -1.35152 0.021 -0.040 -0.004 0.209
H -0.11774 6.10449 -0.79144 0.010 -0.016 0.023 0.203
H -2.27500 4.90138 -1.02048 -0.001 -0.007 -0.011 0.211


2.
12
Properties=species:S:1:pos:R:3:forces:R:3:nbo_charge:R:1 method="wB97M-V/def2-TZVPD" de_lowest_kcal_mol=56.2 spin_multiplicity=1 homo_ev=-10.1782 orbital_gap_ev=10.52
O -2.34130 -0.14869 -1.22247 -0.885 -0.691 0.595 -0.554
C -1.39403 0.03135 -0.51627 -0.835 -3.804 -1.383 0.889
N -0.76098 -1.07245 0.15943 0.766 1.354 0.873 -0.665
C 0.21479 -0.94352 1.16483 0.212 0.063 0.502 0.273
N 1.17432 -0.05371 1.24144 -1.695 -2.334 -1.648 -0.301
N 1.40389 0.47978 -0.08173 1.456 1.055 1.169 -0.518
C 0.57345 1.29755 -0.77979 -1.075 -0.423 0.517 0.871
O 0.84531 2.03911 -1.64588 0.721 0.822 -0.758 -0.522
O -0.83903 1.16974 -0.48695 3.035 3.087 1.124 -0.515
H -1.42317 -1.78991 0.37349 -0.304 -0.449 -0.336 0.419
H 0.14261 -1.80384 1.90097 0.145 1.663 -0.381 0.201
H 2.40414 0.79456 -0.10707 -1.540 -0.344 -0.274 0.422


3.
23
Properties=species:S:1:pos:R:3:forces:R:3:nbo_charge:R:1 method="wB97M-V/def2-TZVPD" de_lowest_kcal_mol=21.6 spin_multiplicity=2 homo_ev="-15.0082 / -15.0069" s_squared=0.75 total_charge=+1 orbital_gap_ev="12.21 / 5.03"
C -0.52557 -2.55392 -0.41975 -0.459 0.473 0.858 -0.610
C 0.26388 -1.29264 -0.61197 1.197 0.765 -1.928 -0.308
C -0.40909 -0.12384 0.24728 -0.914 0.241 0.333 -0.272
C 0.80193 0.75033 0.70655 1.446 0.669 0.373 -0.135
C 0.34319 2.23630 0.44016 -1.629 -0.126 -0.683 -0.557
C 1.21968 0.56203 2.16608 0.491 -1.136 -0.634 -0.622
H -1.56853 -2.27500 -0.56662 -0.163 -0.348 0.240 0.230
H -0.30352 -3.30136 -1.19077 0.475 0.119 0.083 0.290
H -0.35515 -2.93670 0.58871 -0.219 -0.393 -0.215 0.241
H 0.17031 -0.92062 -1.65275 -0.114 0.183 0.379 0.242
H 1.35709 -1.31959 -0.56118 -0.158 -0.647 0.586 0.248
H -0.98192 -0.58385 1.05073 -0.008 0.284 0.090 0.248
H -1.01658 0.51198 -0.38129 -0.473 -0.433 -0.046 0.229
H 1.65316 0.52428 0.05453 0.186 0.511 0.171 0.257
H -0.30870 2.37461 -0.42760 0.023 -0.251 -0.090 0.239
H 1.10477 2.98229 0.23920 0.815 -0.410 0.489 0.279
H -0.30932 2.45430 1.28827 0.253 0.258 0.059 0.244
H 0.59080 1.05551 2.89195 -0.438 0.069 -0.055 0.243
H 1.26786 -0.50418 2.39021 -0.122 -0.141 0.267 0.244
H 2.25413 0.88405 2.30986 -0.073 0.256 -0.203 0.264
H -2.38405 0.85552 -2.68035 -1.104 0.584 0.097 0.464
H -1.13829 0.11031 -2.61302 0.173 -0.107 -0.585 0.432
O -1.72608 0.51018 -3.26820 0.814 -0.418 0.415 -0.890


4.
20
Properties=species:S:1:pos:R:3:forces:R:3:nbo_charge:R:1 method="wB97M-V/def2-TZVPD" de_lowest_kcal_mol=51.1 spin_multiplicity=1 homo_ev=-8.9909 orbital_gap_ev=9.84
C 1.33571 -0.46759 -0.21656 0.002 0.003 0.031 -0.096
C 2.15636 0.47234 0.66973 -0.092 -0.075 -0.093 -0.618
N -0.79051 0.83767 0.17473 0.055 -0.307 0.104 -0.743
C -1.95060 -0.01878 0.83201 0.524 0.637 0.185 0.783
C 0.08301 0.19561 -0.77275 0.053 -0.212 -0.055 0.160
N -2.93707 0.69919 0.32053 0.331 -0.048 -0.254 -0.906
N 1.05757 -1.70256 0.52238 0.030 0.106 -0.050 -0.826
C -0.26946 0.14031 -2.05355 0.035 -0.045 0.242 -0.409
O -1.77580 -0.91720 1.61383 -0.077 0.016 -0.359 -0.619
H -0.26362 1.28779 0.91956 -0.016 -0.033 -0.052 0.400
H 1.95095 -0.73808 -1.07880 -0.036 0.017 0.011 0.199
H -1.97786 1.37276 -0.20368 -0.824 -0.327 0.373 0.485
H -3.89223 0.45205 0.54541 0.025 0.147 -0.098 0.397
H 0.41399 -1.52835 1.29021 -0.012 0.024 -0.036 0.377
H 0.59485 -2.37400 -0.08098 0.010 0.053 0.019 0.361
H 1.64634 0.67574 1.61558 -0.001 -0.010 -0.005 0.195
H 2.35678 1.42066 0.16740 -0.011 -0.013 0.008 0.211
H 3.10415 -0.00327 0.91804 -0.034 0.002 -0.006 0.234
H -1.19404 0.57280 -2.41155 -0.001 0.063 0.019 0.207
H 0.35146 -0.37706 -2.77154 0.040 0.003 0.016 0.208


5.
17
Properties=species:S:1:pos:R:3:forces:R:3:nbo_charge:R:1 method="wB97M-V/def2-TZVPD" de_lowest_kcal_mol=76.5 spin_multiplicity=1 homo_ev=-7.7875 orbital_gap_ev=7.45
C 2.31536 0.01342 0.15980 0.010 0.071 0.047 -0.599
C 1.01727 -0.69954 -0.24715 -0.161 0.029 0.023 -0.489
C -0.14625 -0.17919 0.56509 0.079 0.013 0.109 0.566
C -1.73944 -0.06104 -1.36745 0.067 -0.078 -0.105 -0.631
O 0.10419 -0.19664 1.86360 -0.089 0.033 -0.145 -0.632
C -1.33748 0.34159 0.03778 -0.257 0.112 0.081 -0.344
C -2.07187 1.34206 0.68852 0.296 -0.337 0.162 -0.221
H 3.16472 -0.30600 -0.45341 -0.282 0.063 -0.024 0.220
H 2.57412 -0.19901 1.20133 -0.131 0.124 -0.164 0.221
H 2.16609 1.09018 0.03556 0.256 -0.084 0.084 0.213
H 1.13634 -1.77788 -0.07021 -0.225 0.162 -0.058 0.239
H 0.80024 -0.53833 -1.31132 0.075 -0.142 0.356 0.231
H -2.78218 0.23118 -1.52869 0.300 0.070 0.042 0.243
H -1.11081 0.41883 -2.12768 -0.193 -0.079 0.003 0.207
H -1.68074 -1.14696 -1.50244 0.069 0.109 -0.067 0.200
H -0.69196 0.13605 2.32524 0.147 0.046 -0.149 0.501
H -1.71760 1.53128 1.73143 0.038 -0.111 -0.196 0.074


6.
12
Properties=species:S:1:pos:R:3:forces:R:3:nbo_charge:R:1 method="wB97M-V/def2-TZVPD" de_lowest_kcal_mol=72.5 spin_multiplicity=1 homo_ev=-9.4956 orbital_gap_ev=9.59
C -0.60808 0.29594 1.69147 -0.485 1.548 -1.609 -0.501
N 0.43278 -0.41189 1.07366 -0.042 -0.824 -0.908 -0.356
C 0.35336 -0.36933 -0.21654 -0.368 0.699 0.337 0.200
N -0.60649 0.45403 -0.82040 -0.372 0.018 -0.809 -0.810
C 1.45303 -0.75238 -1.11310 0.330 -0.165 -0.364 0.389
O 1.44766 -0.47326 -2.29810 0.094 -0.217 0.756 -0.536
H -1.63290 -0.04569 1.50107 0.165 -0.542 0.249 0.192
H -0.43732 0.43762 2.77600 -0.127 0.413 -0.861 0.217
H -0.76394 1.17783 0.61063 0.352 -0.544 3.102 0.247
H -0.32420 0.74893 -1.74969 0.088 -0.200 -0.078 0.418
H -1.59687 0.22351 -0.83630 0.362 -0.231 0.315 0.397
H 2.28299 -1.28531 -0.61869 0.004 0.045 -0.130 0.142


7.
15
Properties=species:S:1:pos:R:3:forces:R:3:nbo_charge:R:1 method="wB97M-V/def2-TZVPD" de_lowest_kcal_mol=60.7 spin_multiplicity=1 homo_ev=-7.4550 orbital_gap_ev=8.27
H -0.46383 -2.03673 -1.48527 0.450 0.082 0.115 0.352
N -0.53799 -1.53167 -0.60491 -0.520 -0.601 0.733 -0.686
C 0.35889 -0.66056 -0.40360 1.128 3.358 -3.880 0.286
C 1.33706 -0.15318 -1.55489 0.102 -2.280 0.415 -0.690
C 0.28042 0.45157 0.49583 -2.068 -0.402 3.495 0.094
O 1.45120 1.10597 0.83793 0.383 0.118 -0.167 -0.692
C -0.84494 0.68301 1.24567 0.894 -0.936 -0.299 0.008
N -2.05490 0.07440 1.02331 -0.167 -0.261 0.212 -0.806
H 0.75894 0.06767 -2.45028 -0.171 -0.027 0.094 0.220
H 1.97976 0.68479 -1.31216 -0.206 -0.017 0.284 0.239
H 1.96893 -1.01835 -1.75905 0.304 0.095 -0.468 0.210
H 1.24115 1.77748 1.49797 0.055 -0.113 -0.167 0.476
H -0.74873 1.26141 2.16111 -0.287 0.584 -0.356 0.181
H -2.73432 0.11752 1.76591 0.139 0.081 -0.065 0.379
H -1.99163 -0.82333 0.54244 -0.035 0.319 0.053 0.429


8.
36
Properties=species:S:1:pos:R:3:forces:R:3:nbo_charge:R:1 method="wB97M-V/def2-TZVPD" spin_multiplicity=3 homo_ev="-7.1245 / -9.0836" s_squared=2.01 orbital_gap_ev="8.13 / 9.48"
C 2.39101 -0.74102 0.84522 2.847 1.354 1.194 0.056
C -0.07545 -1.06265 0.69504 -0.098 -1.088 3.425 0.186
C -2.34024 -1.14225 3.06638 -1.165 0.264 -1.535 -0.619
C 1.37654 3.60618 -0.77040 -0.842 -2.863 -0.447 -0.617
C -1.68813 -1.58039 -3.57746 -1.246 0.957 -0.344 -0.619
C -0.47878 -0.14799 1.91978 1.172 3.378 -0.731 -0.392
C -0.87813 -0.82772 3.25330 -0.297 -0.484 -3.760 -0.434
C 1.56115 2.12017 -1.17441 2.865 1.485 -2.689 -0.200
C -0.99204 -0.49070 -2.80183 -1.432 -0.385 2.337 -0.219
N 2.47540 0.12948 -0.24852 0.188 1.466 -2.143 -0.271
N -0.44033 -0.49665 -0.49377 -1.246 1.899 -0.780 -0.291
N 2.16570 1.42993 -0.07696 0.710 -1.580 0.819 -0.380
N -0.46458 -1.20635 -1.59348 1.018 -0.209 -0.506 -0.347
O 1.31738 -1.50469 0.81423 -3.745 -2.969 -0.289 -0.547
H 3.22756 -1.46275 0.78777 -0.075 0.369 -0.123 0.182
H 2.53110 -0.25091 1.81914 -0.151 0.517 0.273 0.115
H -0.60994 -2.03368 0.93783 0.422 0.624 -0.788 0.172
H -2.72825 -1.51759 2.07927 1.286 0.410 0.246 0.205
H -2.98319 -0.30587 3.21972 -0.210 1.168 0.173 0.204
H -2.77960 -1.85254 3.66533 -0.436 -1.882 2.112 0.207
H 2.26178 3.97965 -0.38069 1.841 1.091 0.066 0.213
H 0.85547 4.16768 -1.48964 -0.031 0.906 -1.226 0.219
H 0.71931 3.59754 0.04630 -1.178 -0.027 1.471 0.197
H -1.07227 -2.40480 -3.83338 0.832 -0.668 -0.247 0.208
H -2.46543 -1.94327 -2.92795 -0.381 -0.390 0.242 0.214
H -2.20263 -1.23739 -4.47655 0.251 0.173 -0.092 0.213
H 0.41595 0.55716 2.11565 -0.873 -1.204 -0.180 0.178
H -1.26514 0.69921 1.69241 1.113 -2.022 -0.164 0.216
H -0.31682 -1.77337 3.21644 0.287 0.520 1.239 0.218
H -0.69497 -0.01420 3.92212 0.249 -0.511 1.409 0.224
H 0.70105 1.60621 -1.44367 -2.132 -0.539 -0.300 0.199
H 2.20814 2.00682 -2.22784 -1.021 0.346 2.976 0.182
H -0.15824 -0.05629 -3.29250 0.546 0.810 -0.685 0.194
H -1.76536 0.29044 -2.37328 1.800 -1.428 -1.024 0.220
H 1.83365 1.68917 0.84875 -0.082 0.124 -0.023 0.350
H 0.35832 -1.82657 -1.76237 -0.785 0.389 0.094 0.365